{"formula": "C6H40NO14", "method": "ωB97M-V with the def2-TZVPD basis set", "species": ["C", "C", "C", "C", "C", "N", "C", "O", "H", "H", "H", "H", "H", "H", "H", "H", "H", "H", "H", "H", "H", "H", "H", "H", "O", "H", "H", "O", "H", "H", "O", "H", "H", "O", "H", "H", "O", "H", "H", "O", "H", "H", "O", "H", "H", "O", "H", "H", "O", "H", "H", "O", "H", "H", "O", "H", "H", "O", "H", "H", "O"], "xyz": [[-0.839224, 1.431582, 2.706418], [-0.210167, 0.513258, 1.659147], [1.256154, 0.691651, 1.282799], [2.346875, -0.031379, 2.053655], [3.709830, 0.089974, 1.371954], [-0.967864, 0.862260, 0.419540], [-2.344400, 0.402053, 0.544214], [-2.852141, -0.096472, -0.682262], [-1.928482, 1.402668, 2.751422], [-0.558612, 2.478703, 2.609206], [-0.349121, 1.237539, 3.670068], [-0.329031, -0.574246, 1.805160], [1.372115, 0.330813, 0.244449], [1.541875, 1.743316, 1.195399], [2.149305, -1.075869, 2.246579], [2.370598, 0.492893, 3.011236], [3.726712, 1.127390, 0.966832], [4.549992, 0.025163, 2.069841], [3.791614, -0.539393, 0.489831], [-0.560539, 0.469702, -0.422765], [-3.031512, 1.196054, 0.840385], [-2.500289, -0.443662, 1.220750], [-3.055031, 4.010776, 0.081947], [-1.744115, 3.304356, 0.525401], [-2.638011, 3.567917, 0.828052], [2.394177, 1.727456, -1.994754], [1.258292, 0.709751, -1.914672], [1.436613, 1.672796, -2.081315], [1.103359, 4.660678, -0.554141], [0.220250, 4.118345, 0.685643], [0.843112, 4.760174, 0.359797], [1.422999, -1.806742, -0.445584], [1.752516, -3.080208, -1.445321], [1.821738, -2.664019, -0.590224], [-0.900718, -4.239706, 1.293926], [-0.762440, -2.655324, 1.000967], [-0.788111, -3.368457, 1.665357], [-1.559565, -2.905818, -1.100157], [-2.379866, -0.608627, -1.343108], [-1.100743, -2.115842, -0.803070], [-3.164918, -4.323535, 1.455931], [-2.996583, -3.038598, 0.527768], [-3.611928, -3.670924, 0.913454], [-1.250763, 2.576148, -3.557468], [0.126790, 2.562094, -3.989177], [-0.747571, 2.746361, -4.367633], [3.545626, -3.049069, -0.534625], [4.114135, -2.659870, 0.748774], [4.432502, -2.891660, -0.131551], [1.896801, -2.038968, -2.808956], [3.436935, -2.606462, -3.023897], [2.593915, -2.353381, -3.404125], [-0.092245, -0.714765, -3.069501], [-0.207590, -1.504856, -1.371809], [0.361066, -0.834031, -2.236362], [0.013800, 3.238953, -1.159297], [-1.118577, 2.273450, -1.142247], [-0.948709, 3.231150, -1.132365], [-5.052011, -0.987277, 0.059754], [-4.074919, -1.616905, 1.003628], [-4.923926, -1.159376, 0.997126]], "forces_ev_per_angstrom": [[1.5146, -0.2693, 1.2730], [-0.3801, 0.5185, -2.0309], [0.5863, -0.2335, -0.9170], [0.1284, 0.6128, 0.8517], [-0.5695, 1.7579, -0.3129], [-0.3682, -0.3275, 0.6450], [-0.2897, -1.2532, -1.4812], [-2.0436, 1.7393, -0.9245], [0.2499, -0.3186, 0.1593], [0.0073, 0.1630, -0.8698], [-0.6538, -0.4459, 0.2464], [-0.3416, 0.2957, 0.7224], [-0.3432, 0.0575, 0.1119], [-0.1517, 0.1568, 0.1859], [-0.4999, -0.3556, 0.0752], [0.3334, -0.3334, 0.3612], [0.3375, -0.4202, 0.2005], [-0.0927, -0.4167, -0.2712], [0.2449, -0.3278, 0.1768], [0.0599, -0.5330, 0.2265], [0.1810, 0.0065, -0.0942], [0.7749, 0.1735, 0.7034], [0.3666, -0.1082, -0.0231], [-0.9154, 0.1977, -0.2641], [0.0058, 0.0373, 0.6913], [0.0032, 0.1797, -0.0593], [-0.4973, 0.2360, -0.6017], [0.3429, -0.2543, 0.2775], [-0.3927, -0.4429, -0.0370], [-0.2823, -0.4474, -0.5977], [1.0246, 1.2581, 0.8709], [-0.3233, -0.0787, -0.9334], [-0.9072, 0.6054, -0.3844], [1.0065, -1.0518, 1.5703], [0.2212, 0.2052, -0.7453], [-0.1307, -0.8200, -0.8311], [0.1531, 0.4301, 1.5551], [0.6467, 0.0151, -0.5140], [1.2759, -0.3390, 1.1651], [0.0988, 0.3822, 1.1099], [0.5137, 0.5202, -0.0550], [0.6841, -0.4662, 0.2930], [-1.0032, -0.2376, -0.4066], [-0.4069, 0.2898, -0.2670], [0.1804, 0.0466, -0.4202], [0.3114, -0.3437, 0.7682], [0.7088, 0.3263, 0.2472], [0.3881, 0.0273, 0.1156], [-0.5431, -0.3437, -0.1177], [0.4108, 0.6375, 0.2036], [-0.3345, 0.3315, 0.6754], [-0.1321, -0.4962, -1.2352], [-0.3833, -0.1312, 0.0178], [-1.5435, -0.5099, -1.8794], [1.2648, 0.0404, 1.2728], [0.0468, -0.2513, -0.2949], [-0.1010, 0.2472, 0.3305], [0.1471, -0.2033, -0.7922], [0.0758, 0.2193, -0.0179], [-0.4260, 0.0073, 0.2452], [-0.2386, 0.0382, 0.0302]], "e_above_lowest_ev": 4.237, "total_charge": -1, "orbital_gap_ha": 0.327, "homo_ev": -6.37, "e_tot_ha": -1360.7234}

{"formula": "C4H4S", "method": "ωB97M-V with the def2-TZVPD basis set", "species": ["C", "C", "C", "C", "S", "H", "H", "H", "H"], "xyz": [[-1.712408, -0.470883, 0.357135], [-0.440878, 0.036386, 0.027552], [0.553010, 0.526578, -0.456166], [2.222181, 0.644035, -0.626807], [3.086789, -0.259006, 0.363672], [-1.867257, -1.485121, -0.037268], [-2.719428, 0.155771, 0.262739], [-1.613962, -0.507553, 1.407916], [2.491957, 1.359790, -1.298770]], "forces_ev_per_angstrom": [[-3.0753, 0.1729, 0.5311], [0.6650, 1.4995, -2.2657], [4.5483, -0.1532, -0.0615], [-5.5419, -2.1159, 2.8817], [0.4002, 0.2292, -0.4468], [-0.0443, 0.3601, 0.1262], [2.4630, -0.9110, -0.5461], [-0.4713, -0.7942, 1.6331], [1.0562, 1.7126, -1.8521]], "e_above_lowest_ev": 3.608, "orbital_gap_ha": 0.304, "smiles": "CC#CC=S", "homo_ev": -8.91, "e_tot_ha": -552.8594}

{"formula": "C19H12Cl2F2IN3O6SW", "method": "ωB97M-V with the def2-TZVPD basis set", "species": ["W", "Cl", "C", "Cl", "H", "H", "F", "C", "C", "C", "C", "C", "F", "C", "C", "C", "C", "C", "C", "N", "H", "H", "H", "H", "H", "H", "I", "C", "C", "C", "C", "C", "C", "C", "O", "O", "H", "H", "H", "H", "O", "S", "N", "O", "N", "O", "O"], "xyz": [[1.203522, 0.321933, -0.395629], [0.579561, -4.013623, -1.306170], [2.223889, -4.138478, -0.671237], [2.905624, -2.494076, -0.376875], [2.850536, -4.641505, -1.407743], [2.192441, -4.674519, 0.276548], [-0.068283, -3.618602, 3.365103], [0.102204, -2.308251, 3.111666], [0.350893, -1.897142, 1.815917], [0.542406, -0.542709, 1.486292], [0.398172, 0.392323, 2.570878], [0.162319, -0.071072, 3.869919], [0.074454, 0.785593, 4.908930], [0.027443, -1.411603, 4.164551], [0.508049, 1.800804, 2.198166], [0.163868, 2.889193, 3.001437], [0.284470, 4.174329, 2.508922], [0.779108, 4.362425, 1.218515], [1.106034, 3.256989, 0.470575], [0.959673, 1.993105, 0.918979], [0.386606, -2.654495, 1.042946], [-0.136929, -1.736489, 5.178165], [-0.207478, 2.731249, 3.999236], [-0.000203, 5.017826, 3.118105], [0.909122, 5.346668, 0.801417], [1.525164, 3.366525, -0.528952], [-6.203571, -0.634002, -2.602120], [-4.098373, -0.782341, -2.651564], [-3.446564, -0.818257, -3.874068], [-2.070481, -0.922623, -3.903323], [-1.351380, -1.002497, -2.712745], [-2.020031, -0.962504, -1.486019], [-3.397020, -0.851871, -1.458199], [0.131309, -1.078193, -2.771842], [0.777969, -1.199608, -3.791672], [0.717683, -1.003917, -1.578990], [-4.004803, -0.754541, -4.794591], [-1.528410, -0.939692, -4.836659], [-1.458397, -1.019532, -0.549191], [-3.915655, -0.814621, -0.512362], [3.754674, 2.532351, 0.725510], [4.263549, 1.209286, 0.330711], [3.060776, 0.291344, 0.006175], [-0.306405, 2.148799, -3.245311], [0.217590, 1.633056, -2.285350], [1.485856, 1.450182, -2.138190], [-0.430981, 1.282782, -1.209861]], "forces_ev_per_angstrom": [[2.5523, 0.2884, 3.8138], [-0.0471, -0.3628, -0.0239], [0.3115, 0.4864, 0.0533], [0.1916, -1.2657, 0.0094], [-0.1526, 0.1255, 0.1705], [0.0242, 0.1251, -0.1744], [0.0446, 0.1431, -0.0052], [0.0155, 0.4384, -0.0254], [0.0299, 0.1855, -0.5315], [-0.3633, -0.1367, 1.1651], [-0.0080, -0.5238, -0.4555], [0.0825, -0.1525, -0.4803], [0.0093, 0.0211, -0.0686], [-0.0164, -0.1100, -0.1018], [0.2743, 0.1179, -0.5483], [0.0593, 0.1008, -0.0758], [0.1978, -0.2755, -0.4517], [-0.0902, -0.0574, 0.2710], [0.0150, -0.2664, -0.1320], [-0.6227, 1.1159, 1.1195], [0.0348, -0.0106, 0.0234], [-0.0442, -0.0489, 0.1089], [0.0016, -0.0875, -0.0087], [-0.0113, 0.0842, 0.0618], [0.0291, 0.0920, -0.0496], [-0.1682, -0.0510, 0.2363], [0.4056, -0.0121, -0.0134], [-0.3987, 0.0028, -0.0104], [-0.1781, 0.0509, -0.0436], [0.3006, -0.0743, 0.3044], [-0.3077, -0.0772, 0.0908], [0.1980, -0.2244, -0.1017], [-0.0550, -0.0144, 0.1153], [0.4429, -0.4559, -1.3029], [-0.6153, 0.0642, 0.7083], [-0.6711, -1.8241, -1.0732], [-0.0664, -0.0030, -0.0676], [0.0245, -0.0096, -0.0819], [-0.2935, -0.0493, -0.3485], [-0.0611, -0.0178, 0.0427], [1.0494, 0.2575, 0.0190], [-1.4422, 0.0086, 0.0926], [0.2181, 0.1214, -0.2778], [0.8200, -0.9733, 1.5021], [-0.5218, 1.9331, -1.1148], [-0.6951, 0.5809, -1.3335], [-0.5026, 0.7404, -1.0060]], "e_above_lowest_ev": 0.981, "orbital_gap_ha": [0.260, 0.269], "homo_ev": [-8.03, -9.05], "spin_multiplicity": 3, "e_tot_ha": -3229.9445}

{"formula": "C21H21IrN4O2", "method": "ωB97M-V with the def2-TZVPD basis set", "species": ["Ir", "O", "C", "N", "C", "O", "C", "C", "C", "C", "C", "N", "C", "C", "C", "C", "C", "N", "H", "H", "H", "H", "H", "H", "H", "H", "C", "N", "C", "C", "C", "C", "C", "C", "C", "C", "H", "H", "H", "H", "H", "H", "H", "H", "H", "H", "H", "H", "H"], "xyz": [[0.956851, -1.178590, -0.263640], [-0.398267, -1.790269, 3.615841], [-0.204973, -1.780339, 2.437306], [1.006325, -1.577314, 1.785851], [2.233243, -1.780260, 2.404344], [2.410008, -2.056411, 3.553990], [3.376659, -1.705043, 1.423607], [4.677236, -1.756194, 1.883506], [5.707706, -1.802891, 0.952949], [5.393433, -1.823458, -0.399548], [4.065192, -1.751134, -0.778550], [3.077323, -1.679108, 0.121766], [-1.319372, -2.016723, 1.446612], [-2.621848, -2.151703, 1.886306], [-3.615380, -2.398298, 0.948094], [-3.258587, -2.545067, -0.387610], [-1.927865, -2.421009, -0.741418], [-0.978435, -2.130083, 0.158755], [4.854357, -1.786809, 2.949492], [6.738407, -1.849320, 1.277502], [6.162930, -1.898994, -1.154039], [3.785082, -1.765539, -1.823613], [-2.825241, -2.073090, 2.945514], [-4.647599, -2.500072, 1.255837], [-4.002902, -2.762023, -1.140755], [-1.597987, -2.578982, -1.760380], [-3.680413, 2.482186, -0.597326], [-2.894370, 1.712879, -1.605619], [-2.541878, 2.537737, -2.798216], [-1.739520, 0.928318, -1.046688], [-0.454242, 1.649656, -0.669911], [-0.368942, 3.013575, -0.428649], [0.835317, 3.619764, -0.092366], [1.985571, 2.859474, -0.005712], [1.909229, 1.493371, -0.233526], [0.703258, 0.864792, -0.543660], [-4.617489, 2.804390, -1.046585], [-3.143506, 3.361565, -0.262621], [-3.900367, 1.853557, 0.262692], [-3.543800, 1.004710, -1.950224], [-1.807693, 3.291331, -2.538803], [-3.437260, 3.027621, -3.174081], [-2.132948, 1.899199, -3.578498], [-1.488625, 0.179222, -1.797317], [-2.118590, 0.402587, -0.166382], [-1.238315, 3.649738, -0.484413], [0.867048, 4.684288, 0.094545], [2.932587, 3.318046, 0.242222], [2.828651, 0.920725, -0.176587]], "forces_ev_per_angstrom": [[0.0889, -2.0127, 3.2707], [0.0418, -0.0608, -0.0123], [-0.2036, 0.2478, -0.2341], [-0.2238, 0.5077, -2.3785], [0.5210, 0.1564, -0.1236], [-0.1416, 0.0891, -0.0458], [0.1890, -0.0721, 0.5310], [0.0013, -0.1369, -0.1128], [-0.0832, -0.0246, -0.0186], [-0.0652, -0.0626, 0.0597], [0.2205, -0.0411, -0.1365], [-0.4197, 1.2130, -0.8483], [-0.1207, 0.0324, 0.3896], [-0.0681, -0.1726, -0.0680], [0.1006, 0.0072, 0.0486], [0.0431, -0.1243, 0.0581], [-0.1076, -0.1208, -0.1129], [-0.0664, 1.6288, -0.9593], [-0.0288, 0.0027, 0.0091], [0.0017, 0.0230, 0.0036], [-0.0083, 0.0217, -0.0161], [-0.0560, 0.0819, 0.0230], [0.0287, 0.0196, 0.0120], [-0.0072, 0.0158, 0.0000], [0.0422, -0.0938, -0.0303], [-0.0019, 0.1448, -0.0268], [-0.2796, 0.2680, 0.3628], [-0.0109, 0.0872, -0.0515], [0.0867, 0.2450, -0.4271], [0.3987, -0.2208, 0.4312], [-0.3732, -0.3069, -0.2364], [0.1182, 0.0966, -0.0232], [0.0125, -0.0367, 0.0288], [-0.0391, 0.0849, -0.1647], [0.1101, 0.0765, -0.1491], [0.5330, -1.0344, 0.9383], [0.0469, -0.0639, -0.1154], [0.1036, -0.0517, -0.0789], [0.0860, -0.1053, -0.0673], [0.0564, -0.0570, 0.0206], [-0.0042, -0.0459, 0.1178], [-0.0649, -0.0785, 0.0848], [0.0044, -0.0956, 0.0947], [-0.1568, 0.0443, -0.0500], [-0.1695, 0.0022, -0.0903], [-0.0224, -0.0087, -0.0524], [-0.0219, -0.0021, 0.0210], [0.0117, -0.0046, -0.0105], [-0.1022, -0.0623, 0.1354]], "e_above_lowest_ev": 0.848, "total_charge": 2, "orbital_gap_ha": 0.263, "homo_ev": -14.87, "e_tot_ha": -1286.0651}

{"formula": "C8H13NP", "method": "ωB97M-V with the def2-TZVPD basis set", "species": ["C", "C", "C", "C", "C", "C", "C", "C", "N", "P", "H", "H", "H", "H", "H", "H", "H", "H", "H", "H", "H", "H", "H"], "xyz": [[-3.378575, 0.484419, -0.933502], [-2.592763, 1.594548, -0.709378], [-3.014120, -0.737495, -0.461479], [-1.416877, 1.345471, 0.160463], [-1.856329, -1.120314, 0.146917], [-0.927099, -0.056689, 0.365365], [0.881022, -1.850964, 1.553026], [3.850424, 0.502201, -0.112815], [4.108661, 0.885380, -1.342415], [0.803678, -0.261666, 0.651813], [-4.305840, 0.580940, -1.395353], [-2.760768, 2.565487, -1.246614], [-3.706339, -1.553392, -0.580917], [-1.779297, 1.465585, 1.214927], [-1.692134, -2.183543, 0.338940], [1.913384, -2.280757, 1.742509], [0.463357, -2.639093, 1.096907], [0.394326, -1.605081, 2.514584], [3.839336, 1.211839, 0.666881], [3.424876, -0.558229, 0.093848], [-0.616488, 2.152996, -0.109276], [4.256671, 0.177700, -2.063814], [4.110885, 1.880666, -1.590617]], "forces_ev_per_angstrom": [[1.0486, 4.3962, 0.0716], [-0.8245, -1.5973, -1.1359], [0.3350, -3.8814, 1.5778], [0.9101, 1.8504, -0.0970], [-0.4396, 1.0855, 0.1277], [2.9540, -0.7333, -0.8905], [2.4361, 1.8362, 2.2326], [-1.4909, -1.7363, -2.2944], [-0.3070, -0.6923, 1.9108], [-1.3349, 0.5995, -0.2443], [-1.3071, 0.1519, -1.1008], [0.0614, -0.9780, 1.0487], [-0.3671, -0.1394, -0.3881], [0.2128, 0.7993, -0.4224], [0.2423, 0.5796, 0.0852], [-0.8173, 1.1315, 0.0111], [-2.2012, -2.7196, -1.7397], [0.3491, -0.6537, -0.2849], [-0.1176, 0.7930, 0.7477], [1.5880, 1.7015, -0.4024], [-1.0093, -1.6790, 1.0808], [-0.4584, 0.4220, 0.0041], [0.5375, -0.5362, 0.1024]], "e_above_lowest_ev": 2.595, "total_charge": 1, "orbital_gap_ha": [0.182, 0.182], "homo_ev": [-10.19, -10.19], "e_tot_ha": -708.3478}

{"formula": "AlH4O2", "method": "ωB97M-V with the def2-TZVPD basis set", "species": ["Al", "O", "H", "H", "O", "H", "H"], "xyz": [[17.960596, -3.823435, -8.033153], [18.201429, -5.815676, -9.735412], [19.152173, -6.055747, -9.956203], [17.660632, -6.639905, -9.950310], [16.003393, -3.298810, -9.790422], [16.232167, -3.091871, -10.748550], [15.111821, -3.770005, -9.814039]], "forces_ev_per_angstrom": [[-1.2798, -1.3357, -2.0980], [0.5093, 1.0055, -0.1181], [-0.4613, -0.0382, 0.2420], [0.1296, 0.2868, 0.8353], [0.3171, 0.4383, 0.3827], [0.1487, -0.2746, 0.5120], [0.6363, -0.0821, 0.2441]], "e_above_lowest_ev": 2.280, "total_charge": 3, "orbital_gap_ha": 0.203, "homo_ev": -28.53, "e_tot_ha": -393.6595}